No. 1
The following is a DFT calculation (ωB97M-V with the def2-TZVPD basis set) of a molecular structure, C31H32N3PV.

The geometry in XYZ format:
```
68
Properties=species:S:1:pos:R:3
C -1.2759 -2.4087 0.5393
C -1.6285 -1.4846 1.6095
H -1.9266 -2.1848 -0.2993
H -1.3673 -3.4835 0.7588
H -0.2564 -2.0564 0.1621
H -1.2261 -0.5291 1.1786
H -2.6854 -1.3756 1.8286
H -1.0188 -1.6532 2.4889
C 1.2767 -0.6511 -2.6981
C 2.3191 -0.7084 -3.6105
C 3.3531 0.2534 -3.5306
C 3.3422 1.2554 -2.5428
H 0.4614 -1.3883 -2.6326
H 2.3206 -1.4958 -4.3689
H 4.1821 0.2178 -4.2411
H 4.1409 1.9884 -2.3974
N 1.2194 0.4128 -1.8381
C 2.2461 1.3386 -1.6938
C 2.0503 2.2731 -0.6075
N 0.8249 2.1340 0.0515
C 0.5689 2.7447 1.2499
C 2.6412 3.9518 0.9987
C 1.4490 3.7157 1.7269
H -0.3517 2.4547 1.7625
H 1.1999 4.2687 2.6395
C 2.9667 3.2191 -0.1527
H 3.8999 3.3420 -0.7368
H 3.3381 4.7230 1.3489
V -0.0121 0.5747 -0.4509
C 1.1992 -0.6134 0.9518
H 1.5415 0.1260 1.6932
H 2.0888 -0.8527 0.3446
H 1.0341 -1.5222 1.5483
N -1.6303 0.6937 -1.0265
P -3.2194 0.5512 -1.3596
C -3.6387 0.9589 -3.0570
C -4.7580 1.7470 -3.3975
C -5.1166 1.9284 -4.7378
C -4.3674 1.3404 -5.7561
C -3.2331 0.5901 -5.4371
C -2.8540 0.4197 -4.1017
C -3.8810 -1.1202 -1.1245
C -4.3846 -1.5415 0.1302
C -4.6551 -2.8843 0.3815
C -4.5094 -3.8306 -0.6286
C -4.1045 -3.4289 -1.8995
C -3.7859 -2.0885 -2.1571
C -4.2181 1.5464 -0.2584
C -3.6101 2.5400 0.5396
C -4.3826 3.2560 1.4654
C -5.7564 3.0291 1.5699
C -6.3686 2.0583 0.7719
C -5.6034 1.3194 -0.1315
H -5.3481 2.2157 -2.6007
H -5.9963 2.5424 -4.9851
H -4.6582 1.4707 -6.8006
H -2.6304 0.1275 -6.2309
H -1.9476 -0.1468 -3.8541
H -4.5331 -0.7968 0.9331
H -4.9833 -3.1833 1.3846
H -4.7226 -4.8681 -0.4283
H -4.0372 -4.1475 -2.7130
H -3.4880 -1.7797 -3.1562
H -2.5425 2.7303 0.4355
H -3.8966 4.0002 2.1036
H -6.3543 3.6088 2.2744
H -7.4451 1.8644 0.8522
H -6.0894 0.5392 -0.7354
```

Calculated values
spin multiplicity: 2
<S²>: 0.773
net charge: +2
largest force on an atom: 6.1 eV/Å
relative energy (zero: lowest compared OMol25 entry of this formula, charge and spin): 0.0 kcal per mole
orbital gap (alpha / beta): 6.43 / 6.49 eV

Results of the Mulliken charge analysis, in e, for atoms 1 through 2: atom 1 (C): -0.134, atom 2 (C): -0.314

***

No. 2
The following is a DFT calculation (ωB97M-V with the def2-TZVPD basis set) of a molecular structure, C31H32N5S2TeZr.

The geometry in XYZ format:
```
72
Properties=species:S:1:pos:R:3
Zr 0.4973 0.5003 -0.4716
C -1.2343 0.3676 -4.8297
C -1.7118 0.8109 -3.4533
C -2.2555 -0.3644 -2.6466
C -0.6733 1.5966 -2.6677
C 0.6755 1.7347 -3.0635
C 1.5315 2.6438 -2.4563
C 1.0973 3.4801 -1.4177
C 1.9887 4.5347 -0.8519
C -0.1946 3.2597 -0.9336
C -1.0577 2.3323 -1.5338
H -2.0651 -0.0838 -5.3698
H -0.4544 -0.3963 -4.7699
H -0.8609 1.1948 -5.4328
H -2.5258 1.5290 -3.5972
H -1.4857 -1.1272 -2.4894
H -3.0664 -0.8554 -3.1845
H -2.6461 -0.0693 -1.6684
H 1.0376 1.1507 -3.9009
H 2.5485 2.7370 -2.8216
H 2.4682 5.1041 -1.6481
H 2.7913 4.0665 -0.2727
H 1.4425 5.2265 -0.2138
H -0.5556 3.8213 -0.0804
H -2.0653 2.2096 -1.1476
N -2.2433 -0.9141 2.6139
C -3.3190 -1.6265 2.0021
C -4.5559 -1.6812 2.6134
C -5.5911 -2.3262 1.9464
C -5.3901 -2.8673 0.6851
C -4.1451 -2.7854 0.0736
C -3.0953 -2.1799 0.7514
S -1.4438 -2.2540 0.1700
N -0.8927 -0.6757 0.7128
C -1.2455 -0.3564 1.9530
C -0.4924 0.7572 2.5662
C -0.4882 1.0396 3.9128
C 0.2737 2.1122 4.3643
C 0.9709 2.8618 3.4412
C 0.9348 2.4928 2.1055
N 0.2336 1.4409 1.6545
H -2.4221 -0.5585 3.5431
H -4.7208 -1.2362 3.5869
H -6.5637 -2.3970 2.4130
H -6.2064 -3.3588 0.1744
H -3.9820 -3.2133 -0.9070
H -1.0367 0.4413 4.6272
H 0.3123 2.3538 5.4181
H 1.5717 3.7119 3.7327
H 1.5009 3.0405 1.3684
Te 3.2168 1.0517 0.0616
C 3.3932 0.6339 2.0843
C 4.1115 1.4001 2.9628
C 4.0489 0.9013 4.2903
C 3.2888 -0.2241 4.3969
S 2.7251 -0.7371 2.8656
H 4.6645 2.2865 2.6843
H 4.5524 1.3579 5.1297
H 3.1009 -0.8028 5.2876
N 2.7827 -5.0807 -2.5127
C 2.2583 -3.9352 -2.0979
C 1.7955 -2.9560 -3.0117
C 1.2639 -1.7957 -2.5378
N 1.1448 -1.4992 -1.2170
C 1.5981 -2.4357 -0.3415
C 2.1304 -3.6293 -0.7201
H 2.8792 -5.2910 -3.4934
H 3.1172 -5.7774 -1.8662
H 1.8603 -3.1143 -4.0793
H 0.9039 -1.0515 -3.2358
H 1.5116 -2.2004 0.7127
H 2.4623 -4.3260 0.0373
```

Calculated values
net charge: +3
largest force on an atom: 1.0 eV/Å
relative energy (zero: lowest compared OMol25 entry of this formula, charge and spin): 14.7 kcal per mole
orbital gap: 5.77 eV

Results of the Mulliken charge analysis, in e, for atoms 1 through 2: atom 1 (Zr): 0.245, atom 2 (C): -1.675

***

No. 3
The following is a DFT calculation (ωB97M-V with the def2-TZVPD basis set) of a molecular structure, C31H32N6O5Rb.

The geometry in XYZ format:
```
75
Properties=species:S:1:pos:R:3
Rb 2.3390 -0.5000 1.3937
C 1.6718 6.9602 -1.2278
C 1.2284 5.5409 -1.0070
C -0.0715 5.1853 -0.8957
C -0.4544 3.8262 -0.6591
C -1.7925 3.4791 -0.5049
N -2.1929 2.2526 -0.2495
C -3.5717 1.8434 -0.0830
C -3.7883 1.0448 1.2126
C -4.0938 -0.4258 0.9784
N -3.0053 -1.0748 0.2675
C -3.1578 -2.0683 -0.5829
C -2.0997 -2.7425 -1.1787
C -2.3410 -3.8404 -2.0668
C -1.3225 -4.5370 -2.6187
C -1.5402 -5.7038 -3.5404
C 0.0215 -4.1389 -2.2812
C 0.3233 -3.1034 -1.4650
C 1.7211 -2.7254 -1.0696
N 2.5023 -1.9554 -1.7060
C 2.0516 -1.3574 -2.9588
C 1.5106 0.0595 -2.7585
C 2.5375 1.1869 -2.6438
N 3.2424 1.2137 -1.3657
C 2.9733 2.1351 -0.5348
C 1.9240 3.1962 -0.6975
C 2.2179 4.5022 -0.8947
C 0.5410 2.7933 -0.5283
O 0.2375 1.6000 -0.2666
C -0.7524 -2.3338 -0.8595
O -0.5124 -1.3652 -0.0988
H 0.8246 7.6471 -1.2012
H 2.3805 7.2798 -0.4603
H 2.1690 7.0812 -2.1939
H -0.8472 5.9440 -0.9639
H -2.5645 4.2431 -0.5845
H -1.3864 1.5888 -0.1937
H -4.1921 2.7401 -0.1003
H -3.8672 1.2340 -0.9424
H -2.8941 1.1281 1.8354
H -4.5990 1.4791 1.7996
H -4.2622 -0.9242 1.9359
H -5.0021 -0.5424 0.3817
H -2.0007 -0.8766 0.4518
H -4.1803 -2.3654 -0.8129
H -3.3696 -4.1189 -2.2830
H -2.6040 -5.8932 -3.6875
H -1.0941 -5.5287 -4.5226
H -1.0914 -6.6175 -3.1432
H 0.8414 -4.7098 -2.7110
H 2.0737 -3.1123 -0.1095
H 2.9105 -1.3244 -3.6349
H 1.2784 -1.9605 -3.4448
H 0.8865 0.2924 -3.6286
H 0.8512 0.0784 -1.8886
H 3.2967 1.0409 -3.4190
H 2.0405 2.1386 -2.8617
H 3.4815 2.1407 0.4346
H 3.2639 4.7901 -0.9662
O 3.8115 -3.1993 3.9618
C 2.8864 -2.9346 3.1842
O 2.8675 -2.9445 1.9260
C 1.5651 -2.5200 3.8802
C 1.3829 -2.8266 5.2282
C 0.1982 -2.4804 5.8448
C -0.7717 -1.8068 5.1114
C -0.4931 -1.5133 3.7902
N 0.6355 -1.8689 3.1738
H 2.1960 -3.3142 5.7464
H 0.0349 -2.7191 6.8892
H -1.7107 -1.5027 5.5560
H -1.2080 -0.9590 3.1873
O 3.5423 3.8047 4.2301
C 3.3034 2.9158 3.4371
N 3.0693 2.0489 2.6593
```

Calculated values
net charge: -1
largest force on an atom: 1.3 eV/Å
relative energy (zero: lowest compared OMol25 entry of this formula, charge and spin): 35.5 kcal per mole
orbital gap: 6.21 eV

Results of the Mulliken charge analysis, in e, for atoms 1 through 2: atom 1 (Rb): 1.065, atom 2 (C): -1.618

***

No. 4
The following is a DFT calculation (ωB97M-V with the def2-TZVPD basis set) of a molecular structure, C31H32N8O4S3SeSr.

The geometry in XYZ format:
```
80
Properties=species:S:1:pos:R:3
Sr -0.3556 -1.8172 -1.7409
N -2.8778 -3.0646 -1.6488
C -3.7173 -2.8083 -2.8212
C -2.8996 -2.6590 -4.1122
O -3.5448 -2.7092 -5.1853
N -1.6091 -2.4831 -3.9247
C -0.8327 -2.3309 -5.1390
C 0.6432 -1.9871 -4.8886
O 1.3124 -1.6066 -5.8629
O 1.0830 -2.0861 -3.6925
H -2.3447 -3.9167 -1.7917
H -3.4262 -3.2154 -0.8103
H -4.2577 -1.8692 -2.6625
H -4.4690 -3.5840 -3.0059
H -1.2423 -1.5514 -5.7915
H -0.8519 -3.2443 -5.7509
C 1.8330 -4.5483 0.2899
C 1.1937 -3.1765 0.4301
S -0.5154 -3.1835 0.8998
C 1.9445 -2.0673 0.2057
C 3.4006 -2.1884 -0.2011
S 1.3611 -0.3855 0.2538
H 1.0553 -5.3071 0.2348
H 2.4624 -4.7802 1.1580
H 2.4592 -4.6268 -0.6023
H 3.8835 -3.0703 0.2265
H 3.9442 -1.3034 0.1289
H 3.4984 -2.2425 -1.2911
Se -2.5150 6.3354 -1.3600
N -3.2206 4.8449 -0.6620
C -2.5155 3.8477 -1.1103
C -2.7581 2.4585 -0.7389
C -3.7449 2.0970 0.1761
C -3.8447 0.7783 0.5631
C -2.9679 -0.1453 -0.0035
N -2.0603 0.1812 -0.9101
C -1.9341 1.4607 -1.2683
C -0.8599 1.7921 -2.2308
N -0.1561 0.7751 -2.7328
C 0.8413 1.0307 -3.5670
C 1.1859 2.3293 -3.9465
C 0.4599 3.3829 -3.4445
C -0.5932 3.1198 -2.5698
C -1.4206 4.1792 -2.0064
N -1.2556 5.4437 -2.2680
H -4.3846 2.8640 0.5941
H -4.5601 0.4599 1.3084
H -2.9764 -1.1877 0.2926
H 1.3800 0.1668 -3.9435
H 2.0102 2.4832 -4.6291
H 0.6809 4.4094 -3.7072
C 2.4747 -0.9982 4.0253
C 1.2740 -1.9150 3.8247
C -0.0633 -1.2084 3.9909
N -0.1935 -0.1358 3.0202
C -1.0762 0.8245 3.1092
S -2.3155 0.9549 4.2381
N -0.9691 1.8109 2.1102
C 0.1376 2.4798 1.6440
O 0.0540 3.1898 0.6572
C 1.3975 2.4390 2.4529
C 1.3455 2.5588 3.8372
C 2.5219 2.6520 4.5671
C 3.7458 2.6047 3.9155
C 3.7936 2.4758 2.5331
C 2.6215 2.4041 1.7974
H 3.4083 -1.5603 3.9527
H 2.4472 -0.5060 5.0029
H 2.5040 -0.2235 3.2567
H 1.2974 -2.7403 4.5428
H 1.3062 -2.3605 2.8288
H -0.1684 -0.7696 4.9874
H -0.8806 -1.9174 3.8412
H 0.3448 -0.2200 2.1230
H -1.8485 2.1774 1.7805
H 0.3861 2.5801 4.3417
H 2.4807 2.7462 5.6453
H 4.6652 2.6570 4.4867
H 4.7481 2.4190 2.0249
H 2.6400 2.2868 0.7229
```

Calculated values
net charge: -2
largest force on an atom: 0.2 eV/Å
relative energy (zero: lowest compared OMol25 entry of this formula, charge and spin): 0.3 kcal per mole
orbital gap: 4.72 eV

Results of the Mulliken charge analysis, in e, for atoms 1 through 2: atom 1 (Sr): 1.326, atom 2 (N): -0.220